# C40H28Br2N7O4RuS

A structure of composition C40H28Br2N7O4RuS (ωB97M-V with the def2-TZVPD basis set, OMol25).

Computed properties:
DFT total energy = -7866.54757 a.u.
Energy relative to the best compared isomer or geometry (same formula, charge and spin) = 15.5 kJ/mol
LUMO level (alpha / beta) = -0.63 / -0.88 eV
Orbital gap (alpha / beta) = 6.291 / 6.039 eV
Multiplicity = 2
Highest occupied orbital energy (alpha / beta) = -6.9 / -6.9 eV
⟨S²⟩ = 0.758

Each line ends with the Löwdin spin population.
CARTESIAN COORDINATES (ANGSTROEM)
Ru (-0.59, 0.16, 0.46)  0.737
C (0.76, 6.32, 12.54)  0.000
O (1.71, 5.46, 11.94)  0.000
C (1.40, 4.92, 10.74)  0.000
C (2.36, 4.08, 10.19)  0.000
C (2.13, 3.48, 8.97)  0.000
C (0.94, 3.70, 8.27)  0.000
C (-0.01, 4.53, 8.84)  0.000
C (0.20, 5.14, 10.06)  0.000
C (0.66, 3.08, 6.97)  0.000
N (-0.42, 3.28, 6.26)  0.000
C (-0.26, 2.52, 5.13)  0.000
C (0.94, 1.84, 5.16)  0.000
N (1.52, 2.21, 6.35)  0.000
C (1.37, 0.96, 4.13)  0.000
C (2.54, 0.19, 4.13)  -0.002
C (2.79, -0.66, 3.07)  0.000
C (1.89, -0.69, 2.00)  -0.003
N (0.81, 0.06, 1.96)  -0.004
C (0.52, 0.85, 3.03)  -0.002
C (-0.76, 1.53, 2.99)  0.000
N (-1.54, 1.29, 1.91)  -0.007
C (-2.71, 1.88, 1.83)  0.002
C (-3.19, 2.74, 2.82)  -0.001
C (-2.42, 2.98, 3.93)  0.004
C (-1.16, 2.37, 4.03)  0.000
H (1.20, 6.65, 13.48)  0.000
H (-0.18, 5.80, 12.75)  0.000
H (0.57, 7.20, 11.92)  0.000
H (3.28, 3.91, 10.73)  0.000
H (2.90, 2.84, 8.56)  0.000
H (-0.94, 4.71, 8.30)  0.000
H (-0.56, 5.79, 10.47)  0.000
H (2.41, 1.90, 6.71)  0.000
H (3.24, 0.23, 4.96)  0.000
H (3.66, -1.29, 3.05)  0.000
H (2.05, -1.33, 1.14)  0.000
H (-3.29, 1.67, 0.94)  0.000
H (-4.16, 3.20, 2.70)  0.000
H (-2.75, 3.64, 4.72)  0.000
C (4.50, 1.35, 0.60)  0.001
C (4.21, 0.38, -0.52)  0.003
C (5.25, -0.04, -1.39)  -0.002
C (4.97, -0.94, -2.37)  0.002
C (3.65, -1.42, -2.53)  0.000
C (3.25, -2.34, -3.53)  0.013
Br (4.51, -3.06, -4.75)  0.002
C (1.94, -2.73, -3.64)  -0.002
C (0.98, -2.21, -2.76)  0.014
Br (-0.82, -2.73, -2.98)  0.004
C (1.28, -1.31, -1.74)  -0.001
O (0.33, -0.84, -1.01)  0.049
C (2.67, -0.92, -1.63)  0.004
N (2.98, -0.05, -0.64)  -0.002
H (5.03, 2.22, 0.22)  0.000
H (5.13, 0.89, 1.36)  0.000
H (3.56, 1.68, 1.04)  0.000
H (6.25, 0.35, -1.26)  0.000
H (5.74, -1.29, -3.04)  0.000
H (1.64, -3.43, -4.40)  0.000
C (-1.00, 1.64, -2.56)  0.000
C (-2.18, 0.85, -2.09)  0.004
C (-3.33, 0.84, -2.93)  -0.003
C (-4.43, 0.13, -2.59)  0.003
C (-4.41, -0.67, -1.42)  -0.001
C (-5.49, -1.49, -1.05)  0.018
C (-5.40, -2.30, 0.05)  -0.001
C (-4.21, -2.32, 0.80)  0.020
C (-3.13, -1.53, 0.47)  0.004
S (-1.63, -1.65, 1.36)  0.114
C (-3.23, -0.65, -0.64)  0.002
N (-2.16, 0.17, -0.95)  -0.007
H (-1.13, 1.87, -3.62)  0.000
H (-0.08, 1.08, -2.41)  0.000
H (-0.91, 2.58, -2.01)  0.000
H (-3.30, 1.42, -3.84)  0.000
H (-5.31, 0.13, -3.21)  0.000
H (-6.39, -1.48, -1.66)  0.001
H (-6.22, -2.93, 0.33)  -0.001
H (-4.13, -2.99, 1.64)  0.000
O (1.32, 3.64, -0.31)  0.013
N (1.18, 2.49, 0.03)  0.003
O (-0.08, 2.12, 0.03)  0.021